#one
Entry from the OMol25 dataset: C5H6O4 in the gas phase (ωB97M-V with the def2-TZVPD basis set).

The HOMO-LUMO gap (alpha / beta) comes out at 6.7 / 6.7 eV. The spin multiplicity is 1. The calculation puts the HOMO energy (alpha / beta) at -6.36 / -6.36 eV.

Cartesian coordinates (Å):
C  0.6829  -0.9703  0.8752
C  0.0734  -0.8873  -0.4193
C  -0.8718  0.4488  0.5070
C  1.2258  -0.4423  -1.1119
C  -0.6764  1.7582  0.4980
O  -0.6252  -1.9451  -0.9381
O  -1.9444  -0.2446  0.9782
O  1.7095  0.8462  -1.0571
O  1.1761  -0.9263  1.9389
H  -1.0961  -2.3847  -0.2137
H  -2.6226  0.3626  1.3049
H  2.5597  0.8892  -1.5115
H  1.5942  -1.1173  -1.8763
H  -1.4772  2.4461  0.7558
H  0.2923  2.1667  0.2697

Now the Löwdin charges, all in e: atom 1 (C): -0.11, atom 2 (C): -0.43, atom 3 (C): -0.26, atom 4 (C): -0.14, atom 5 (C): 0.07, atom 6 (O): 0.09, atom 7 (O): 0.04, atom 8 (O): -0.03, atom 9 (O): 0.18, atom 10 (H): 0.12, atom 11 (H): 0.12, atom 12 (H): 0.11, atom 13 (H): 0.12, atom 14 (H): 0.07, atom 15 (H): 0.06



#two
Entry from the OMol25 dataset: C5H6O4 in the gas phase (ωB97M-V with the def2-TZVPD basis set).

As for the SMILES: C=C(O)C(=O)C(=O)OC. The HOMO-LUMO gap comes out at 9.5 eV. The spin multiplicity is 1. The calculation puts the HOMO energy at -9.88 eV.

Cartesian coordinates (Å):
C  -1.4661  1.2092  1.1008
C  -0.7423  1.3377  -0.0135
O  -1.0956  2.1969  -1.0040
C  0.5020  0.5831  -0.2927
O  1.0970  0.7477  -1.3368
C  1.1159  -0.2124  0.8598
O  1.6265  0.2355  1.8385
O  0.8245  -1.5426  0.6730
C  0.5748  -2.1330  -0.5874
H  -1.1648  0.5547  1.8946
H  -2.3666  1.7857  1.2253
H  -0.3919  2.1556  -1.6822
H  -0.3495  -1.7212  -1.0230
H  1.4126  -1.9961  -1.2710
H  0.4235  -3.2007  -0.3814

Now the Löwdin charges, all in e: atom 1 (C): 0.14, atom 2 (C): -0.33, atom 3 (O): 0.06, atom 4 (C): -0.27, atom 5 (O): 0.13, atom 6 (C): -0.41, atom 7 (O): 0.18, atom 8 (O): -0.03, atom 9 (C): -0.06, atom 10 (H): 0.08, atom 11 (H): 0.08, atom 12 (H): 0.11, atom 13 (H): 0.10, atom 14 (H): 0.10, atom 15 (H): 0.10



Of them, the most stable is #two and the least stable is #one.



#one
Entry from the OMol25 dataset: C4H6ClF in the gas phase (ωB97M-V with the def2-TZVPD basis set).

As for the SMILES: C/C(Cl)=C/CF. The HOMO-LUMO gap comes out at 10.3 eV. The spin multiplicity is 1. The calculation puts the HOMO energy at -9.59 eV.

Cartesian coordinates (Å):
C  -1.0130  -1.5149  -0.5293
C  -0.5767  -0.1065  -0.5060
Cl  -1.3061  0.8886  -1.7699
C  0.4929  0.1483  0.1709
C  1.0291  1.4983  0.6847
F  2.2688  1.1400  1.1202
H  -1.8989  -1.4943  0.2040
H  0.0088  -1.8510  0.1004
H  -1.3193  -2.0921  -1.5220
H  0.9137  -0.8306  0.6782
H  1.1068  2.3693  -0.2930
H  0.2938  1.8448  1.6617

Now the Löwdin charges, all in e: atom 1 (C): -0.15, atom 2 (C): -0.79, atom 3 (Cl): 0.62, atom 4 (C): -0.18, atom 5 (C): -0.23, atom 6 (F): -0.08, atom 7 (H): 0.10, atom 8 (H): 0.11, atom 9 (H): 0.12, atom 10 (H): 0.13, atom 11 (H): 0.18, atom 12 (H): 0.17



#two
Entry from the OMol25 dataset: C4H6ClF in the gas phase (ωB97M-V with the def2-TZVPD basis set).

As for the SMILES: C=C[C@@H](F)CCl. The HOMO-LUMO gap comes out at 11.1 eV. The spin multiplicity is 1. The calculation puts the HOMO energy at -10.15 eV.

Cartesian coordinates (Å):
C  2.0732  -1.1906  0.0654
C  1.5668  -0.0065  -0.3149
C  0.5271  0.8201  0.4676
F  0.0694  1.6949  -0.5182
C  -0.7850  0.1172  0.9523
Cl  -1.5384  -0.7262  -0.3421
H  2.6240  -1.8545  -0.6297
H  1.8703  -1.5753  1.0916
H  1.7576  0.2404  -1.3198
H  0.8538  1.4116  1.2855
H  -1.3185  1.0436  1.2573
H  -0.5522  -0.6158  1.7737

Now the Löwdin charges, all in e: atom 1 (C): 0.01, atom 2 (C): -0.13, atom 3 (C): -0.38, atom 4 (F): -0.07, atom 5 (C): -0.59, atom 6 (Cl): 0.63, atom 7 (H): 0.07, atom 8 (H): 0.07, atom 9 (H): 0.08, atom 10 (H): 0.12, atom 11 (H): 0.09, atom 12 (H): 0.09



Of them, the most stable is #two and the least stable is #one.



#one
Entry from the OMol25 dataset: C3H4FNS in the gas phase (ωB97M-V with the def2-TZVPD basis set).

The HOMO-LUMO gap (alpha / beta) comes out at 6.1 / 6.1 eV. The spin multiplicity is 1. The calculation puts the HOMO energy (alpha / beta) at -8.51 / -8.52 eV.

Cartesian coordinates (Å):
C  0.8236  0.4380  -0.5338
C  -0.9906  0.5227  0.9575
C  0.8488  -0.9084  -0.8147
N  0.2303  1.0655  0.4644
F  1.3717  -1.3840  -1.9251
S  -1.6339  -1.1304  0.7373
H  1.3554  1.0572  -1.2237
H  -1.0272  0.7424  2.0810
H  -1.8154  1.1999  0.4010
H  0.8372  -1.6029  -0.1438

Now the Löwdin charges, all in e: atom 1 (C): -0.16, atom 2 (C): -0.76, atom 3 (C): -0.11, atom 4 (N): 0.03, atom 5 (F): 0.09, atom 6 (S): 0.54, atom 7 (H): 0.12, atom 8 (H): 0.10, atom 9 (H): 0.13, atom 10 (H): 0.02



#two
Entry from the OMol25 dataset: C3H4FNS in the gas phase (ωB97M-V with the def2-TZVPD basis set).

As for the SMILES: F[C@H]1CNC1=S. The HOMO-LUMO gap comes out at 9.2 eV. The spin multiplicity is 1. The calculation puts the HOMO energy at -8.50 eV.

Cartesian coordinates (Å):
F  0.5795  -1.8981  -0.4494
C  0.3281  -0.8337  0.4770
C  0.9833  0.4639  -0.1796
N  -0.4297  0.9846  -0.2699
C  -1.0520  -0.0857  0.1575
S  -2.5110  -0.6208  -0.1424
H  0.2401  -1.0277  1.5980
H  1.2465  0.2008  -1.2114
H  1.6839  0.9254  0.4719
H  -1.0686  1.8914  -0.4517

Now the Löwdin charges, all in e: atom 1 (F): -0.05, atom 2 (C): -0.20, atom 3 (C): -0.04, atom 4 (N): -0.02, atom 5 (C): -0.95, atom 6 (S): 0.67, atom 7 (H): 0.16, atom 8 (H): 0.12, atom 9 (H): 0.09, atom 10 (H): 0.21



Of them, the most stable is #two and the least stable is #one.



#one
Entry from the OMol25 dataset: 2 unconnected molecules or ions with the total composition C2HClN2O2 (ωB97M-V with the def2-TZVPD basis set).

The HOMO-LUMO gap comes out at 8.8 eV. The spin multiplicity is 1. The calculation puts the HOMO energy at -9.13 eV.

Cartesian coordinates (Å):
C  1.4543  -1.4952  -0.1417
C  3.3102  1.4960  -2.3052
N  1.0065  -0.4949  -0.6432
N  0.3856  0.2671  -1.3153
O  2.8621  1.9250  -1.3652
O  3.7476  1.0576  -3.2525
Cl  3.0865  -1.9695  0.0563
H  -0.3140  0.8128  -0.7026

Now the Löwdin charges, all in e: atom 1 (C): -0.52, atom 2 (C): -0.49, atom 3 (N): -0.24, atom 4 (N): 0.09, atom 5 (O): 0.21, atom 6 (O): 0.23, atom 7 (Cl): 0.59, atom 8 (H): 0.13



#two
Entry from the OMol25 dataset: C2HClN2O2 in the gas phase (ωB97M-V with the def2-TZVPD basis set).

As for the SMILES: N#C[C@@H](Cl)[N+](=O)[O-]. The HOMO-LUMO gap comes out at 11.2 eV. The spin multiplicity is 1. The calculation puts the HOMO energy at -11.94 eV.

Cartesian coordinates (Å):
N  -0.5905  -1.2822  -2.1164
C  -0.3039  -0.9498  -1.0510
C  -0.1132  -0.4494  0.3221
Cl  1.1769  -1.1569  1.3014
N  0.2231  1.0496  0.1945
O  -0.4666  1.6805  0.9284
O  1.1696  1.3952  -0.4657
H  -1.0954  -0.2870  0.8867

Now the Löwdin charges, all in e: atom 1 (N): 0.19, atom 2 (C): -0.20, atom 3 (C): -0.59, atom 4 (Cl): 0.71, atom 5 (N): -0.46, atom 6 (O): 0.10, atom 7 (O): 0.10, atom 8 (H): 0.15



Of them, the most stable is #one and the least stable is #two.